(1)
{
  "formula": "C19H20N2O5S",
  "method": "ωB97M-V with the def2-TZVPD basis set",
  "energy_ev": -44064.1032,
  "relative_energy_kcal_mol": 421.0,
  "charge": 0,
  "lumo_ha": -0.0163,
  "homo_energy_ev": -8.51,
  "elements": ["C", "C", "H", "H", "O", "C", "O", "C", "C", "O", "C", "H", "H", "S", "C", "C", "C", "N", "C", "C", "C", "C", "C", "C", "C", "O", "C", "H", "H", "H", "H", "H", "H", "H", "C", "C", "O", "N", "H", "H", "H", "H", "H", "H", "H", "H", "H"],
  "xyz": [[3.07961, 3.74533, -1.28148], [3.17302, 3.36376, 0.10264], [3.73390, 4.19382, 0.67609], [2.05289, 3.25771, 0.45973], [3.70826, 1.93517, 0.13800], [2.96537, 1.03242, 0.90786], [1.79684, 1.03564, 1.41903], [3.88964, -0.09875, 0.83198], [3.04710, -1.30053, 0.43037], [2.58472, -2.09694, 1.29328], [2.95273, -1.28758, -0.95671], [3.77152, -1.95243, -1.43626], [2.99977, -0.70510, -1.59699], [1.58297, -2.40347, -1.40400], [0.29798, -1.68286, -0.60953], [-0.05350, -0.38418, -0.46135], [0.69581, 0.32996, -1.43963], [1.16245, 1.14534, -2.14147], [-0.95343, 0.34370, 0.23099], [-2.45552, 0.24036, -0.23446], [-2.80050, -0.69435, -1.45529], [-4.14692, -0.61982, -1.75186], [-4.99536, 0.26814, -1.37557], [-4.74780, 1.09782, -0.24464], [-3.41143, 1.24425, -0.11294], [-2.93508, 1.93653, 1.12179], [-3.93876, 2.65194, 1.63949], [-3.37914, 3.55671, 2.37789], [-4.37642, 3.49240, 0.97916], [-4.77521, 2.29382, 2.16498], [-5.43967, 1.82842, -0.11177], [-6.01807, 0.11851, -1.97190], [-4.23272, -1.37205, -2.67619], [-2.02857, -1.49628, -1.76936], [-1.08982, -0.58659, 1.63155], [-1.09096, -1.81080, 1.47888], [-1.70960, -2.77231, 1.97808], [-0.38019, -2.45719, 0.65018], [-0.24406, -3.43214, 0.34199], [-1.99618, -0.06258, 2.35397], [-0.03552, -0.38782, 2.30734], [-0.95380, 1.35561, 0.74217], [4.09702, -0.28402, 2.03167], [4.74325, -0.11357, 0.35967], [2.36027, 3.07324, -2.01067], [2.72663, 4.65712, -1.50528], [4.13188, 3.67130, -1.69530]],
  "forces_ev_per_angstrom": [[1.320, -4.391, -4.477], [-3.120, -0.780, 2.016], [-0.438, -2.122, -0.321], [2.377, 0.351, 0.078], [-2.479, 2.749, 2.089], [-1.874, 1.339, -0.842], [5.158, 0.821, -2.218], [-4.561, -3.526, 8.025], [0.564, -0.447, 6.601], [1.305, 2.378, -3.547], [-0.976, -14.414, 4.619], [-0.476, 0.399, 1.362], [0.417, 11.745, -9.201], [0.260, -1.195, -1.622], [-3.541, 0.173, 7.071], [5.763, -1.669, -6.367], [0.474, 3.871, -1.973], [-0.620, -2.008, 1.085], [-7.484, 0.544, 7.514], [1.272, -2.567, -7.735], [2.234, 1.723, 5.726], [5.227, -6.270, -6.108], [-6.572, 1.762, 1.026], [0.207, -1.491, -5.241], [3.154, -0.911, 6.909], [-0.724, -0.736, -2.449], [1.296, 8.354, 2.068], [-1.480, -2.915, -1.330], [0.470, -1.564, 0.008], [-0.689, -1.608, 0.765], [-1.816, 1.939, 1.232], [1.885, 1.040, 1.955], [-1.167, 1.757, 1.918], [-1.744, 1.510, 0.299], [0.579, 17.626, 5.505], [-3.620, -16.312, 0.040], [-3.130, 1.135, 4.161], [8.459, -0.038, -11.538], [-1.278, 0.639, 1.910], [2.592, -1.973, -2.208], [-2.654, -0.231, -1.855], [1.477, -0.981, -1.498], [-0.157, 0.276, -2.834], [4.292, 0.994, -2.756], [1.979, 1.138, 2.251], [-1.047, 3.704, -0.068], [-1.112, 0.183, -0.047]]
}

***

(2)
{
  "formula": "C15H12Br2N4O3",
  "method": "ωB97M-V with the def2-TZVPD basis set",
  "energy_ev": -167937.7176,
  "charge": 0,
  "lumo_ha": 0.0023,
  "homo_energy_ev": -8.52,
  "elements": ["O", "C", "N", "N", "C", "C", "C", "C", "C", "C", "C", "H", "Br", "O", "H", "Br", "H", "H", "H", "C", "N", "C", "O", "C", "C", "C", "C", "N", "C", "H", "H", "H", "H", "H", "H", "H"],
  "xyz": [[-3.39139, 2.56788, 2.67383], [-2.66939, 2.14212, 1.80278], [-2.92164, 0.93646, 1.21320], [-2.17144, 0.43673, 0.22681], [-2.47788, -0.68143, -0.29796], [-1.68814, -1.25372, -1.36439], [-0.56458, -0.59005, -1.86369], [0.18012, -1.17050, -2.86509], [-0.15085, -2.40918, -3.42609], [-1.28563, -3.04728, -2.91632], [-2.04097, -2.49092, -1.90580], [-2.90583, -3.02245, -1.53938], [-1.76190, -4.72696, -3.65731], [0.54648, -3.00216, -4.40067], [1.30390, -2.45521, -4.66431], [1.74098, -0.28065, -3.52766], [-0.28876, 0.37118, -1.45623], [-3.34779, -1.25806, 0.03860], [-3.75063, 0.42865, 1.53915], [-1.42423, 2.85862, 1.30037], [-0.22512, 2.17094, 1.71734], [0.69880, 1.73382, 0.83204], [0.58514, 1.89040, -0.36893], [1.86822, 1.02971, 1.42954], [2.51607, 0.05331, 0.67485], [3.60985, -0.60008, 1.21172], [4.02028, -0.24701, 2.48990], [3.43301, 0.69819, 3.20324], [2.39218, 1.32331, 2.68730], [1.98060, 2.11124, 3.30631], [4.86231, -0.73256, 2.96479], [4.13260, -1.36138, 0.65446], [2.15232, -0.17399, -0.31571], [-0.10570, 1.99921, 2.70266], [-1.44013, 3.88013, 1.69377], [-1.41086, 2.87173, 0.20687]],
  "forces_ev_per_angstrom": [[-0.091, 0.139, 0.142], [0.324, 0.062, -0.197], [-1.083, -0.556, 0.495], [0.570, -0.191, -0.643], [-0.500, 0.359, 0.675], [0.471, -0.369, -0.653], [-0.102, -0.107, -0.021], [0.216, 0.027, -0.143], [-0.218, 0.178, 0.316], [0.192, -0.244, -0.319], [0.133, 0.271, 0.075], [-0.088, -0.062, 0.034], [-0.034, 0.155, 0.134], [0.203, -0.102, -0.235], [-0.153, 0.039, 0.152], [-0.287, -0.156, 0.113], [0.062, 0.053, -0.019], [0.006, 0.077, 0.043], [0.299, 0.244, -0.050], [-0.035, 0.262, -0.134], [-0.195, 0.114, 0.322], [0.006, 0.022, 0.154], [0.154, 0.066, -0.194], [0.411, -0.208, 0.009], [-0.074, 0.125, 0.124], [-0.108, 0.080, 0.041], [0.090, -0.164, -0.203], [0.245, 0.095, 0.513], [-0.353, 0.043, -0.320], [-0.124, 0.092, -0.017], [0.084, -0.094, -0.043], [0.043, -0.078, -0.029], [-0.033, -0.004, -0.124], [0.093, -0.070, -0.107], [-0.112, -0.175, -0.074], [-0.014, 0.079, 0.183]]
}

***

(3)
{
  "formula": "C42H58N4O9P2S2Ta",
  "method": "ωB97M-V with the def2-TZVPD basis set",
  "energy_ev": -110684.2027,
  "relative_energy_kcal_mol": 0.0,
  "charge": 1,
  "lumo_ha": -0.0981,
  "homo_energy_ev": -9.80,
  "elements": ["Ta", "C", "N", "C", "C", "N", "C", "C", "C", "C", "C", "C", "C", "S", "C", "C", "C", "C", "C", "C", "S", "H", "H", "H", "H", "H", "H", "H", "H", "H", "H", "H", "H", "H", "H", "H", "H", "H", "H", "C", "C", "C", "O", "P", "O", "C", "P", "O", "O", "C", "C", "C", "O", "C", "C", "C", "O", "C", "C", "C", "H", "H", "H", "H", "H", "H", "H", "H", "H", "H", "H", "H", "H", "H", "H", "H", "H", "H", "H", "H", "H", "H", "H", "H", "H", "H", "H", "H", "H", "H", "O", "N", "O", "O", "N", "C", "C", "C", "C", "C", "C", "C", "C", "C", "C", "C", "C", "C", "H", "H", "H", "H", "H", "H", "H", "H", "H", "H"],
  "xyz": [[-0.67973, -0.23765, 0.06884], [-1.39360, -2.85121, -1.79055], [-1.93986, -1.47453, -1.61123], [-3.36594, -1.54660, -1.16006], [-3.53706, -2.18305, 0.20188], [-2.86380, -1.38681, 1.24780], [-3.76580, -0.31136, 1.71385], [-2.54714, -2.24356, 2.38446], [-3.53673, -2.69921, 3.24702], [-3.21472, -3.49891, 4.33072], [-1.89251, -3.85318, 4.55797], [-0.90841, -3.42796, 3.68571], [-1.22706, -2.63134, 2.58607], [-0.00457, -2.27456, 1.38029], [-1.96720, -0.82525, -2.94040], [-2.82084, -1.28805, -3.93700], [-2.88149, -0.65827, -5.16688], [-2.08441, 0.45069, -5.41130], [-1.21145, 0.89499, -4.44009], [-1.12317, 0.25092, -3.20247], [0.14523, 0.71711, -2.09636], [-2.03815, -3.42574, -2.45806], [-1.30472, -3.35189, -0.83079], [-0.39922, -2.76556, -2.22139], [-3.94267, -2.12226, -1.88351], [-3.75038, -0.52746, -1.16439], [-3.14886, -3.20080, 0.21918], [-4.61011, -2.25076, 0.41118], [-4.76841, -0.69715, 1.91254], [-3.82450, 0.46055, 0.95694], [-3.36068, 0.13757, 2.61257], [-4.57046, -2.42421, 3.08598], [-3.99404, -3.83912, 4.99860], [-1.63257, -4.47025, 5.40776], [0.12252, -3.72289, 3.83779], [-3.45196, -2.15078, -3.77387], [-3.55501, -1.02911, -5.92696], [-2.13837, 0.96044, -6.36400], [-0.57132, 1.74859, -4.62352], [5.23730, 1.87184, 2.22250], [4.06932, 2.69553, 1.71705], [3.34905, 3.47132, 2.80346], [3.12942, 1.86605, 0.95405], [2.34498, 0.60085, 1.40606], [1.06050, 0.65723, 0.62684], [3.19154, -0.90696, 0.86218], [2.68576, -1.36649, -0.80601], [1.22308, -1.63848, -0.82327], [3.57160, -2.58132, -1.26054], [3.56903, -3.92619, -0.67977], [2.24847, -4.62851, -0.91094], [4.73418, -4.64243, -1.32831], [3.18399, -0.19114, -1.69299], [3.92539, -0.25058, -2.95478], [4.42068, 1.15678, -3.20100], [3.02283, -0.76770, -4.05560], [2.34460, 0.62217, 2.94903], [2.20544, -0.16119, 4.18919], [2.79936, -1.54739, 4.06551], [0.76549, -0.17944, 4.63789], [5.96215, 2.53212, 2.69826], [5.73952, 1.35806, 1.40191], [4.91345, 1.14506, 2.96845], [4.42000, 3.38118, 0.94550], [3.19060, 2.86453, 3.69247], [2.38062, 3.81942, 2.44621], [3.94854, 4.33866, 3.08161], [2.84837, -1.71483, 1.50943], [4.27320, -0.80681, 0.95356], [3.75936, -3.79878, 0.39101], [2.04694, -4.70077, -1.98106], [1.41995, -4.11332, -0.42916], [2.31221, -5.63937, -0.50722], [4.57083, -4.72301, -2.40288], [4.82401, -5.64743, -0.91734], [5.66690, -4.10949, -1.15088], [4.75959, -0.93503, -2.79201], [3.57481, 1.83204, -3.33149], [5.03099, 1.17977, -4.10325], [5.02441, 1.50507, -2.36370], [2.17190, -0.10238, -4.18659], [2.65542, -1.76751, -3.81942], [3.57874, -0.82149, -4.99215], [2.80770, 0.43753, 4.87445], [2.14101, -2.20194, 3.49152], [2.90140, -1.96442, 5.06761], [3.79326, -1.52339, 3.61801], [0.14026, -0.67463, 3.89978], [0.39838, 0.83042, 4.81017], [0.70562, -0.73552, 5.57494], [-2.21822, 2.08704, 2.72558], [-1.11232, 1.65892, 2.47412], [-0.08428, 2.29549, 2.61663], [-1.01263, 0.38046, 2.12250], [-1.91692, 1.20411, -0.20092], [-2.36891, 2.34867, -0.50576], [-1.71026, 3.61033, -0.07938], [-2.49933, 4.71480, 0.24419], [-1.90531, 5.89455, 0.65424], [-0.52156, 5.99417, 0.70259], [0.26536, 4.90534, 0.36148], [-0.32304, 3.70733, -0.00736], [-3.51838, 2.51366, -1.44372], [-3.30972, 3.33098, -2.55575], [-4.28109, 3.44368, -3.53630], [-5.48515, 2.77002, -3.40153], [-5.71297, 1.98175, -2.28299], [-4.73140, 1.84366, -1.31504], [-3.57740, 4.63980, 0.18585], [-2.52031, 6.74121, 0.92759], [-0.05841, 6.92544, 1.00162], [1.34479, 4.98564, 0.38462], [0.28986, 2.85653, -0.26522], [-2.37390, 3.86595, -2.65438], [-4.10036, 4.06551, -4.40290], [-6.24875, 2.86641, -4.16182], [-6.66228, 1.47691, -2.16120], [-4.93007, 1.24254, -0.43933]],
  "forces_ev_per_angstrom": [[-0.602, -0.483, 0.324], [0.115, 0.004, -0.058], [0.130, -0.039, 0.087], [-0.006, -0.085, 0.281], [0.106, 0.078, -0.198], [-0.020, -0.016, -0.120], [-0.019, 0.100, -0.044], [0.226, 0.015, 0.033], [-0.039, 0.081, -0.021], [0.022, -0.025, 0.030], [-0.051, -0.018, 0.038], [0.040, 0.039, -0.089], [-0.135, -0.011, -0.040], [-0.045, -0.190, 0.039], [0.129, 0.305, -0.010], [-0.033, -0.015, 0.033], [-0.021, -0.013, -0.017], [-0.016, 0.011, -0.040], [0.048, 0.001, 0.057], [-0.057, -0.174, 0.014], [-0.026, 0.140, 0.147], [-0.022, 0.009, 0.001], [0.010, 0.017, 0.001], [-0.023, -0.011, -0.010], [-0.009, -0.043, 0.041], [0.037, -0.031, -0.009], [0.082, 0.038, -0.015], [-0.005, -0.055, 0.010], [-0.006, -0.034, -0.029], [-0.024, 0.005, 0.027], [-0.042, -0.032, -0.069], [-0.002, 0.008, 0.003], [-0.011, 0.004, 0.000], [0.005, 0.000, 0.002], [0.004, -0.015, 0.001], [0.002, -0.002, 0.005], [-0.005, -0.010, 0.001], [0.003, 0.011, -0.004], [0.014, 0.001, -0.009], [-0.037, 0.025, -0.071], [0.108, 0.077, 0.045], [0.003, -0.009, -0.064], [0.005, -0.181, 0.125], [0.455, -0.271, 0.331], [-0.023, 0.195, -0.097], [-0.164, 0.196, -0.023], [0.120, -0.099, -0.066], [-0.150, 0.082, -0.027], [-0.067, 0.089, -0.061], [0.060, -0.044, 0.037], [-0.020, 0.033, -0.030], [-0.029, 0.043, 0.078], [0.134, 0.023, 0.136], [-0.052, -0.002, -0.153], [-0.020, -0.066, 0.048], [0.041, -0.050, 0.071], [-0.163, 0.093, -0.506], [0.012, -0.019, 0.112], [0.018, 0.060, -0.044], [0.079, 0.062, 0.031], [0.000, 0.016, -0.004], [0.001, -0.017, 0.008], [-0.005, -0.021, 0.012], [-0.025, 0.001, 0.038], [-0.030, -0.014, 0.007], [-0.018, 0.023, 0.007], [0.019, -0.014, -0.007], [-0.029, -0.004, 0.037], [0.004, 0.053, -0.056], [-0.045, -0.056, -0.002], [0.009, 0.004, -0.016], [-0.003, 0.008, 0.024], [0.005, -0.003, 0.007], [-0.003, 0.006, -0.019], [0.001, -0.003, 0.012], [0.017, 0.002, -0.013], [0.005, 0.020, -0.005], [-0.008, 0.008, 0.007], [0.002, -0.007, -0.014], [0.009, 0.015, -0.003], [-0.062, 0.026, -0.002], [-0.015, 0.002, -0.020], [0.021, 0.006, 0.011], [-0.009, -0.056, 0.011], [0.025, -0.004, -0.037], [-0.036, 0.006, 0.002], [0.021, -0.018, 0.011], [-0.036, -0.001, -0.024], [-0.031, 0.007, -0.043], [0.011, 0.012, 0.014], [0.050, -0.016, -0.179], [0.070, 0.320, 0.613], [-0.041, -0.187, -0.182], [0.105, -0.089, -0.358], [0.101, 0.231, 0.060], [-0.146, 0.102, -0.142], [0.068, -0.038, 0.108], [0.033, -0.031, -0.014], [-0.056, 0.028, -0.001], [0.017, 0.020, -0.001], [0.049, -0.010, 0.009], [-0.067, -0.022, -0.048], [-0.028, -0.078, -0.178], [0.003, -0.032, 0.037], [0.014, 0.018, -0.006], [-0.025, -0.022, -0.009], [-0.056, 0.001, -0.024], [0.064, 0.029, 0.086], [-0.014, 0.006, 0.004], [-0.007, 0.005, -0.003], [0.001, 0.001, 0.008], [0.004, 0.008, 0.006], [0.004, -0.024, -0.008], [0.019, -0.003, -0.004], [0.006, 0.005, -0.005], [-0.010, 0.002, 0.004], [-0.003, -0.009, 0.003], [-0.013, -0.015, 0.013]]
}